4 unconnected molecules or ions with the total composition C5H18N2O4 at a distorted geometry, computed with ωB97M-V/def2-TZVPD.

Results
frontier orbital gap = 9.83 eV
SMILES = C[C@@H](N)C(=O)N(C)C.O.O.O
energy = -16646.6294 eV
HOMO = -9.48 eV
energy relative to the best compared isomer or geometry (same formula, charge and spin) = 41.90 kcal per mole
molar mass = 170.21 g mol⁻¹
LUMO = 0.35 eV

Each atom is followed by the atoms it is bonded to, with distances in Å.
Element x y z (Å)
1 N -1.881 -1.221 -0.397  C2 1.476, H9 0.998, H10 1.003
2 C -0.409 -1.146 -0.325  N1 1.476, C3 1.540, C4 1.512, H11 1.091
3 C 0.069 -2.556 0.070  C2 1.540, H12 1.083, H13 1.085, H14 1.094
4 C 0.022 -0.084 0.661  C2 1.512, N5 1.372, O8 1.228
5 N 0.014 1.236 0.290  C4 1.372, C6 1.442, C7 1.462
6 C 0.532 2.147 1.280  N5 1.442, H15 1.071, H16 1.094, H17 1.086
7 C -0.427 1.661 -1.038  N5 1.462, H18 1.094, H19 1.077, H20 1.081
8 O 0.456 -0.364 1.775  C4 1.228
9 H -2.343 -2.051 -0.094  N1 0.998
10 H -2.260 -0.296 -0.485  N1 1.003
11 H -0.035 -0.962 -1.333  C2 1.091
12 H 0.922 -2.506 0.735  C3 1.083
13 H 0.201 -3.195 -0.796  C3 1.085
14 H -0.693 -3.011 0.710  C3 1.094
15 H 0.479 3.122 0.841  C6 1.071
16 H 1.606 2.063 1.468  C6 1.094
17 H 0.044 2.049 2.246  C6 1.086
18 H -1.011 2.575 -0.895  C7 1.094
19 H 0.416 1.966 -1.636  C7 1.077
20 H -1.051 0.924 -1.522  C7 1.081
21 H 2.165 0.831 -2.648  O23 0.962
22 H 1.028 -0.090 -3.099  O23 0.961
23 O 1.396 0.789 -3.225  H21 0.962, H22 0.961
24 H 2.511 -0.869 0.844  O26 0.963
25 H 2.845 -2.060 1.666  O26 0.964
26 O 3.171 -1.567 0.906  H24 0.963, H25 0.964
27 H -2.182 1.510 1.331  O29 0.968
28 H -2.595 0.119 1.239  O29 0.971
29 O -2.990 0.986 1.430  H27 0.968, H28 0.971